DFT (ωB97M-V/def2-TZVPD) results for a 11-piece molecular cluster, H22O11 overall.

**ΔE to the lowest compared entry with this formula, charge and spin**: 19.2 kcal per mole
**SMILES**: O.O.O.O.O.O.O.O.O.O.O

```
! RIJCOSX wB97M-V def2-TZVPD def2/J DEFGRID3
* xyz 0 1
O 24.40 0.60 -33.65
H 25.24 1.07 -33.58
H 24.15 0.68 -34.58
O 29.69 4.19 -36.57
H 28.95 4.07 -37.18
H 29.78 5.15 -36.49
O 24.63 3.62 -38.71
H 24.29 3.89 -37.85
H 23.85 3.38 -39.22
O 24.57 1.61 -36.42
H 24.27 1.18 -37.23
H 23.98 2.37 -36.32
O 26.17 6.25 -35.95
H 26.21 5.29 -35.83
H 26.42 6.58 -35.09
O 27.41 5.53 -33.44
H 27.85 6.33 -33.13
H 28.12 4.87 -33.52
O 26.70 2.61 -33.12
H 25.95 2.74 -32.53
H 27.48 2.66 -32.55
O 23.93 4.61 -36.07
H 24.52 5.37 -36.20
H 23.54 4.72 -35.20
O 26.88 3.27 -35.84
H 27.12 2.94 -34.96
H 26.19 2.65 -36.13
O 29.58 3.53 -33.88
H 30.26 3.97 -33.36
H 29.61 3.94 -34.77
O 30.04 0.85 -34.59
H 30.54 0.44 -33.88
H 29.65 1.65 -34.20
*
```

***

DFT (ωB97M-V/def2-TZVPD) results for a 11-piece molecular cluster, H22O11 overall at a distorted geometry.

**ΔE to the lowest compared entry with this formula, charge and spin**: 51.1 kcal per mole
**SMILES**: O.O.O.O.O.O.O.O.O.O.O

```
! RIJCOSX wB97M-V def2-TZVPD def2/J DEFGRID3
* xyz 0 1
O -3.28 -0.77 1.08
H -2.35 -0.63 0.78
H -3.35 -1.72 1.13
O 1.21 -3.28 -2.05
H 0.67 -3.22 -1.27
H 1.60 -4.19 -2.12
O -0.45 -0.27 0.32
H 0.15 -0.92 -0.04
H -0.39 0.45 -0.29
O -1.76 3.78 -0.62
H -1.33 3.77 0.29
H -1.48 2.92 -0.96
O -0.36 -0.71 -3.21
H -0.13 0.17 -2.91
H -0.74 -0.56 -4.08
O -0.26 -3.16 0.43
H -0.18 -4.09 0.64
H -1.05 -3.13 -0.15
O -0.69 2.83 2.03
H 0.00 2.67 1.42
H -0.41 3.68 2.40
O 0.71 -0.92 2.73
H 0.24 -0.60 1.99
H 0.96 -0.17 3.22
O 1.63 2.22 0.70
H 2.01 2.89 0.16
H 2.18 2.20 1.48
O -0.46 1.59 -1.81
H 0.30 2.21 -1.98
H -1.09 1.88 -2.49
O 2.82 -2.02 1.11
H 2.09 -1.58 1.47
H 3.20 -1.31 0.59
*
```

***

| no. | DFT total energy (eV) | HOMO (eV) |
| --- | --- | --- |
| 1 | -22880.6800 | -10.75 |
| 2 | -22879.2990 | -10.63 |